C5H39N2O12 | ωB97M-V/def2-TZVPD

Atoms and positions in Å:
N: 0.044 0.370 2.019
C: 1.373 -0.400 2.073
C: 2.363 0.575 1.434
N: 2.353 0.839 -0.079
C: 3.188 -0.188 -0.916
C: 2.361 -1.480 -1.089
C: 1.036 1.095 -0.714
H: -0.672 -0.187 2.444
H: 0.208 1.468 2.222
H: -0.210 0.404 1.127
H: 1.621 -0.791 2.956
H: 1.314 -1.371 1.436
H: 3.411 0.118 1.569
H: 2.374 1.649 1.838
H: 4.166 -0.232 -0.482
H: 3.404 0.379 -1.859
H: 2.690 -1.960 -1.941
H: 2.815 -2.224 -0.416
H: 1.338 -1.283 -0.910
H: 1.092 0.967 -1.776
H: 0.759 2.213 -0.587
H: 0.137 0.478 -0.413
H: -1.239 -1.950 4.411
H: -2.467 -1.581 3.385
O: -1.440 -1.426 3.647
H: -2.210 -2.011 -2.632
H: -2.347 -3.448 -1.972
O: -2.477 -2.531 -1.800
H: -1.770 0.322 -3.654
H: -0.802 0.250 -2.610
O: -1.567 -0.177 -2.873
H: -2.121 2.257 2.001
H: -2.538 2.110 3.542
O: -1.793 2.275 2.959
H: -0.126 -4.744 -1.418
H: 0.050 -3.283 -1.037
O: 0.079 -4.207 -0.678
H: -2.021 1.942 -0.360
H: -2.452 0.727 0.214
O: -1.918 1.522 0.455
H: -1.753 -1.688 0.879
H: -0.852 -2.413 1.963
O: -0.807 -1.928 1.127
H: 1.239 -4.178 1.959
H: 2.570 -3.799 2.183
O: 1.715 -3.399 2.110
H: -1.252 4.212 -1.084
H: -1.659 4.808 0.359
O: -1.410 3.989 -0.201
H: 2.070 3.966 -2.471
H: 1.796 2.472 -2.674
O: 1.917 3.281 -3.085
H: -1.171 3.598 -3.213
H: 0.123 2.803 -3.035
O: -0.774 2.933 -2.665
H: -2.514 -0.533 -0.678
H: -3.893 -0.140 -0.843
O: -3.347 -0.467 -0.145

Values from the calculation:
- E_tot (hartree) = -1225.9305
- frontier orbital gap (eV) = 8.96
- net charge = +1


C5H39N2O14 | ωB97M-V/def2-TZVPD

Atoms and positions in Å:
C: -0.234 1.437 0.151
O: -0.678 2.561 -0.590
C: 0.856 2.037 1.074
C: 1.528 0.967 1.963
C: 0.648 -0.222 2.120
C: -0.124 -0.436 3.187
N: -1.104 -1.441 3.215
N: 1.931 2.638 0.148
H: -1.075 1.083 0.763
H: 0.159 0.702 -0.461
H: -0.926 2.296 -1.609
H: 0.408 2.843 1.710
H: 1.755 1.435 2.976
H: 2.536 0.670 1.515
H: 0.652 -0.963 1.297
H: -0.166 0.203 4.053
H: -0.989 -2.165 2.499
H: -1.384 -1.828 4.128
H: 2.502 1.887 -0.314
H: 2.523 3.284 0.653
H: 1.486 3.138 -0.620
H: 1.626 -3.011 1.564
H: 2.591 -1.877 2.162
O: 2.532 -2.597 1.537
H: 2.626 -2.149 -0.023
H: 3.282 -2.358 -1.368
O: 2.560 -1.887 -0.968
H: -2.385 2.641 -0.068
H: -3.144 1.936 0.983
O: -3.251 2.318 0.135
H: -3.575 1.059 3.029
H: -2.449 0.186 2.438
O: -2.793 1.051 2.479
H: -0.028 -4.516 1.575
H: -0.021 -3.360 0.522
O: 0.016 -3.535 1.494
H: 3.134 -0.311 -0.770
H: 3.870 0.855 -1.530
O: 3.555 0.595 -0.644
H: -0.400 -2.279 -1.460
H: 1.078 -2.619 -1.226
O: 0.118 -2.977 -1.118
H: -1.912 -0.409 -2.018
H: -1.333 -1.090 -3.229
O: -1.164 -0.954 -2.313
H: -1.881 2.353 -3.547
H: -2.373 1.286 -2.583
O: -1.565 1.694 -2.958
H: -3.727 -2.689 -0.115
H: -2.367 -2.277 -0.820
O: -3.064 -1.972 -0.195
H: 1.810 -0.705 -2.041
H: 0.406 -0.190 -2.477
O: 1.333 -0.075 -2.548
H: 2.544 2.794 -3.278
H: 2.032 1.571 -2.593
O: 2.427 2.380 -2.389
H: -3.539 -0.434 -0.992
H: -3.463 1.114 -0.929
O: -3.409 0.311 -1.576

Values from the calculation:
- E_tot (hartree) = -1376.6120
- frontier orbital gap (eV) = 8.92
- net charge = +1


C5H3AlCl2NO3Rh | ωB97M-V/def2-TZVPD

Atoms and positions in Å:
Rh: -0.370 -0.515 -3.059
Al: -0.514 -0.065 -0.098
Cl: -0.294 -2.067 -1.158
Cl: -1.453 1.287 -1.511
C: 1.136 1.018 0.707
C: 0.206 -1.859 -4.132
C: -0.226 0.723 -4.385
O: 1.984 1.732 1.035
O: 0.511 -2.754 -4.811
O: -0.057 1.543 -5.197
C: -2.578 -1.702 3.426
C: -1.984 -1.011 2.315
N: -1.480 -0.512 1.387
H: -3.577 -1.291 3.625
H: -1.942 -1.570 4.314
H: -2.665 -2.776 3.198

Values from the calculation:
- E_tot (hartree) = -1744.1165
- multiplicity = 5
- frontier orbital gap (spin up / spin down) (eV) = 8.09 / 3.87
- net charge = +4